No. 1
# C22H27NO3S

A single C22H27NO3S molecule (ωB97M-V/def2-TZVPD, OMol25).

Each line ends with the Mulliken charge.
Cartesian coordinates (Å):
C  -1.75190  3.53658  2.19297  -1.255
C  -0.80925  2.75588  1.29686  -0.231
O  -0.98863  1.36174  1.55492  -0.165
C  -0.08130  0.53907  1.02539  -0.243
O  0.84098  0.92301  0.35316  -0.661
C  -0.34806  -0.91318  1.40651  2.072
C  -0.01925  -1.05716  2.91281  -1.719
C  1.34427  -0.52423  3.25168  0.226
C  2.46982  -1.33422  3.17015  -0.133
C  3.72740  -0.82558  3.44265  -0.712
C  3.87729  0.50187  3.80380  -0.465
C  2.76083  1.31389  3.90407  -0.812
C  1.50499  0.80212  3.63307  -0.129
C  -1.81792  -1.27273  1.16316  -1.485
C  -2.14537  -1.21546  -0.32537  -0.460
N  -1.30486  -2.14717  -1.05063  0.041
C  -1.71912  -2.33094  -2.43318  -1.604
C  -1.66980  -1.07327  -3.25898  0.581
C  -2.72792  -0.22168  -3.42379  -0.526
S  -2.33679  1.18325  -4.31711  -0.198
C  -0.69353  0.64530  -4.48401  0.634
C  0.24377  1.49785  -5.20593  0.699
C  1.66967  1.00248  -5.25827  -1.234
O  -0.10837  2.53774  -5.72056  -0.607
C  -0.50430  -0.56800  -3.87096  -0.796
C  0.09629  -1.78973  -0.91473  -0.465
C  0.51973  -1.83830  0.55087  -1.268
H  -1.52849  3.34123  3.23867  0.303
H  -1.64053  4.59949  2.00013  0.418
H  -2.78080  3.24597  1.99809  0.302
H  0.23817  3.01627  1.48641  0.308
H  -1.01961  2.94725  0.23837  0.351
H  -0.77635  -0.51019  3.47859  0.391
H  -0.08606  -2.11455  3.17723  0.628
H  2.36038  -2.37409  2.89749  0.438
H  4.59317  -1.46798  3.37243  0.382
H  4.85896  0.90081  4.01217  0.386
H  2.86905  2.34857  4.19588  0.394
H  0.63583  1.43787  3.72561  0.467
H  -2.46934  -0.58812  1.70698  0.350
H  -1.99376  -2.28756  1.52416  0.482
H  -3.18865  -1.50339  -0.48139  0.493
H  -2.01880  -0.17844  -0.68642  0.313
H  -2.74103  -2.72050  -2.42011  0.482
H  -1.06517  -3.08787  -2.87443  0.497
H  -3.73027  -0.35546  -3.06548  0.455
H  2.27694  1.71329  -5.81200  0.332
H  1.70911  0.03193  -5.74757  0.345
H  2.06064  0.89893  -4.24841  0.328
H  0.43607  -1.08889  -3.86415  0.407
H  0.68732  -2.51396  -1.48190  0.471
H  0.30563  -0.78395  -1.31134  0.347
H  1.56459  -1.53565  0.62402  0.461
H  0.41432  -2.86012  0.91844  0.387

Output
Relative energy (zero: lowest compared OMol25 entry of this formula, charge and spin): 14.4 kcal per mole
Frontier orbital gap: 8.847 eV
SMILES: CCOC(=O)C1(Cc2ccccc2)CCN(Cc2csc(C(C)=O)c2)CC1
HOMO level: -8.63 eV
Charge: 0
Electronic energy: -41720.886 eV

No. 2
# C3H10N2O3

A 2-piece molecular cluster, C3H10N2O3 overall in a non-equilibrium geometry (ωB97M-V/def2-TZVPD, OMol25).

Each line ends with the Löwdin spin population.
Cartesian coordinates (Å):
C  0.18060  -0.06547  1.52650  0.119
N  -1.20486  -0.21344  1.48985  0.136
C  -1.90699  -0.94665  0.54607  0.010
O  -1.07711  -1.29174  -0.46597  0.005
O  -3.08884  -1.09058  0.55167  0.032
C  0.88977  0.53599  0.19185  0.133
N  2.01912  1.30749  0.45526  0.472
H  0.41295  0.63550  2.33681  0.001
H  0.73767  -0.94068  1.85136  0.022
H  -1.71821  0.37577  2.12964  0.002
H  -1.54770  -1.89219  -1.06498  0.000
H  0.16192  1.12715  -0.34197  0.035
H  1.15866  -0.36892  -0.33197  0.003
H  1.84469  2.30226  0.59188  0.009
H  2.84667  1.12799  -0.11290  0.016
H  -0.26032  -0.18728  -2.38661  0.001
H  0.10548  -0.21170  -3.93313  0.000
O  0.44647  -0.20350  -3.03336  0.002

Output
Relative energy (zero: lowest compared OMol25 entry of this formula, charge and spin): 5.8 kcal per mole
Frontier orbital gap (spin up / spin down): 11.662 / 5.893 eV
Spin multiplicity: 2
HOMO level (spin up / spin down): -14.93 / -14.51 eV
Charge: +1
Electronic energy: -12387.403 eV

No. 3
# C4H8Cl2NO3P

A 2-piece molecular cluster, C4H8Cl2NO3P overall in a non-equilibrium geometry (ωB97M-V/def2-TZVPD, OMol25).

Each line ends with the Mulliken charge.
Cartesian coordinates (Å):
C  -1.77519  0.92261  -0.62933  -1.332
C  -0.70167  0.06249  1.55209  -1.350
C  -0.52228  0.81666  0.19437  1.512
C  0.65805  0.25072  -0.49053  -0.444
N  -0.04010  -1.28929  -1.69242  -0.981
O  2.69940  0.18309  1.26546  -0.742
O  2.98543  -1.28642  -0.77031  -0.769
O  1.26194  -1.93303  0.97613  -0.768
P  2.11210  -0.83642  0.34953  0.824
Cl  -0.15908  2.59886  0.69211  -0.312
Cl  1.30485  1.11188  -1.78301  -0.212
H  -1.80066  0.38264  -1.66594  0.304
H  -2.65480  0.50207  -0.10904  0.281
H  -1.97125  1.98562  -0.83217  0.349
H  -1.16653  0.81809  2.39186  0.262
H  0.20601  -0.41132  1.96205  0.338
H  -1.53125  -0.67508  1.57279  0.285
H  0.19137  -1.92205  -0.85747  0.405
H  0.90367  -1.28109  -2.12617  0.350

Output
Relative energy (zero: lowest compared OMol25 entry of this formula, charge and spin): 101.6 kcal per mole
Frontier orbital gap: 5.790 eV
HOMO level: -0.18 eV
Charge: -2
Electronic energy: -46243.700 eV

No. 4
# C11H26INOP

A 2-piece molecular cluster, C11H26INOP overall in a non-equilibrium geometry (ωB97M-V/def2-TZVPD, OMol25).

Each line ends with the Mulliken charge.
Cartesian coordinates (Å):
C  1.48831  -0.50842  4.76637  -1.145
C  1.00155  0.73181  3.89714  0.504
C  -0.54495  0.94756  4.29792  -1.319
C  1.02958  0.48175  2.33252  -1.023
C  2.47773  0.44520  1.67904  0.847
C  3.35172  -0.81164  2.07702  -1.415
C  2.29918  0.66425  0.10127  -0.729
O  2.81924  -0.37461  -0.72878  -0.512
P  1.75546  -1.75189  -0.87580  -0.163
I  0.30788  -0.60978  -2.59489  -0.385
H  0.85998  -1.40498  4.46449  0.219
H  1.30794  -0.28795  5.86836  0.420
H  2.59026  -0.71571  4.67517  0.232
H  1.51083  1.70150  4.20208  0.228
H  -0.66638  0.91390  5.42649  0.385
H  -1.11937  0.09362  3.81244  0.286
H  -0.94403  1.90167  3.85280  0.335
H  0.50146  1.37763  1.86526  0.230
H  0.38536  -0.41067  2.08321  0.250
H  3.02470  1.35749  2.09011  0.310
H  4.12686  -1.09560  1.30891  0.382
H  2.67043  -1.71237  2.17990  0.233
H  3.92963  -0.62245  3.03855  0.282
H  1.22098  0.93296  -0.11552  0.296
H  2.89982  1.59846  -0.15627  0.284
H  0.91604  -1.34222  0.21605  -0.281
H  0.96512  -2.95555  -1.02916  0.133
H  2.58244  -2.20360  -1.98310  0.093
H  2.64136  -2.52555  -0.00405  0.046
C  -3.51283  0.29455  -6.08386  -1.138
C  -3.29797  1.15415  -4.84299  -0.416
C  -3.70078  0.44395  -3.54943  -0.206
C  -5.15358  0.09380  -3.59073  0.199
N  -6.28246  -0.17517  -3.62420  -0.463
H  -4.56772  0.04552  -6.22342  0.354
H  -3.18477  0.82948  -6.97798  0.323
H  -2.94486  -0.63717  -6.01750  0.290
H  -3.86965  2.08123  -4.94996  0.283
H  -2.24286  1.43203  -4.78077  0.320
H  -3.51568  1.09233  -2.69104  0.246
H  -3.11597  -0.46953  -3.41566  0.183

Output
Frontier orbital gap: 7.411 eV
HOMO level: -4.41 eV
Charge: -1
Electronic energy: -32755.108 eV

No. 5
# C3H6N2O3

A single C3H6N2O3 molecule in a non-equilibrium geometry (ωB97M-V/def2-TZVPD, OMol25).

Each line ends with the Mulliken charge.
Cartesian coordinates (Å):
H  2.98597  -0.61312  -0.75139  0.250
N  2.00280  -0.85246  -0.54168  -0.704
C  1.30845  0.05943  0.02109  0.418
N  1.63405  1.35396  0.12117  -0.470
C  -0.06945  -0.35177  0.59741  0.096
O  -0.30635  -1.79803  0.43871  -0.675
C  -1.27610  0.43833  -0.04048  0.567
O  -1.28770  1.62540  0.09343  -0.578
O  -2.15854  -0.35765  -0.60559  -0.473
H  2.29145  1.80040  -0.51398  0.248
H  0.90332  1.96914  0.18459  0.273
H  -0.05647  -0.14837  1.67699  0.304
H  0.56999  -1.90844  -0.04315  0.381
H  -1.90906  -1.24384  -0.49008  0.364

Output
Relative energy (zero: lowest compared OMol25 entry of this formula, charge and spin): 28.0 kcal per mole
Frontier orbital gap: 10.812 eV
SMILES: [H]/N=C(\N)[C@H](O)C(=O)O
HOMO level: -10.08 eV
Charge: 0
Electronic energy: -12331.014 eV

No. 6
# C5H9NO

A single C5H9NO molecule in a non-equilibrium geometry (ωB97M-V/def2-TZVPD, OMol25).

Each line ends with the Mulliken charge.
Cartesian coordinates (Å):
C  -0.85945  0.18282  -1.76608  -1.610
C  -0.59875  -0.45668  -0.41574  0.010
C  0.81761  -0.17932  0.17000  0.074
O  1.35412  1.08722  -0.17777  -0.559
C  0.84467  -0.20917  1.72828  -0.617
C  -0.47050  0.27868  2.14306  0.346
N  -1.59464  0.43781  1.91151  -0.572
H  -0.19606  -0.11882  -2.58317  0.338
H  -1.88844  -0.05347  -2.04965  0.399
H  -0.80594  1.26913  -1.64231  0.406
H  -0.73913  -1.54629  -0.43232  0.335
H  -1.45078  -0.03865  0.20688  0.240
H  1.53195  -0.96071  -0.14724  0.257
H  1.40413  1.15041  -1.14078  0.330
H  1.68823  0.38726  2.08694  0.328
H  0.96298  -1.23021  2.10839  0.292

Output
Relative energy (zero: lowest compared OMol25 entry of this formula, charge and spin): 44.7 kcal per mole
Frontier orbital gap: 11.334 eV
SMILES: CC[C@@H](O)CC#N
HOMO level: -10.54 eV
Charge: 0
Electronic energy: -8867.275 eV